ORCA calculation (ωB97M-V/def2-TZVPD) on a structure of composition C29H48N3O3PS6SiSn at a distorted geometry.

Values from the calculation:
Frontier orbital gap: 6.773 eV
Total energy: -129475.705 eV
Highest occupied orbital energy: -6.43 eV

Structure (ORCA input):
```
! RIJCOSX wB97M-V def2-TZVPD def2/J DEFGRID3
* xyz 0 1
Sn -0.31 0.21 -0.31
C 1.85 3.99 -2.51
C 0.70 4.66 -1.78
S -0.82 3.64 -1.90
C -1.90 4.30 -0.58
C -1.24 4.47 0.78
S -0.03 3.11 1.03
C 0.77 3.61 2.59
C 1.78 2.54 2.96
S 2.49 1.64 1.53
C 3.32 3.01 0.62
C 3.68 2.58 -0.79
S 2.26 2.30 -1.90
H 2.75 4.60 -2.46
H 1.58 3.84 -3.56
H 0.49 5.63 -2.23
H 0.94 4.78 -0.73
H -2.68 3.54 -0.53
H -2.33 5.24 -0.92
H -1.99 4.43 1.57
H -0.70 5.42 0.84
H 0.02 3.73 3.37
H 1.26 4.58 2.42
H 1.29 1.73 3.51
H 2.59 2.94 3.57
H 4.23 3.26 1.17
H 2.65 3.86 0.61
H 4.19 1.62 -0.79
H 4.33 3.33 -1.26
C -2.41 -1.47 -5.50
N -2.37 -0.97 -4.14
C -2.94 0.16 -3.70
S -2.87 0.58 -2.08
N -3.58 0.93 -4.60
C -4.26 2.15 -4.25
H -1.82 -2.38 -5.55
H -2.00 -0.75 -6.20
H -3.44 -1.72 -5.79
H -1.84 -1.49 -3.46
H -3.74 0.57 -5.52
H -3.73 2.62 -3.43
H -5.29 1.96 -3.94
H -4.26 2.82 -5.11
O 4.64 -0.42 -1.25
S 3.70 -1.49 -1.05
O 3.53 -2.40 -2.16
N 2.24 -0.94 -0.55
C 2.00 -1.31 0.68
O 0.97 -0.97 1.29
C 3.01 -2.21 1.28
C 2.91 -2.90 2.48
C 3.92 -3.80 2.78
C 5.01 -3.97 1.94
C 5.10 -3.28 0.74
C 4.07 -2.41 0.43
H 2.06 -2.74 3.13
H 3.86 -4.39 3.69
H 5.79 -4.67 2.20
H 5.92 -3.41 0.05
C -2.77 1.30 2.45
Si -2.17 -0.34 1.58
C -3.88 -1.13 1.07
C -1.59 -1.40 3.09
C -2.15 -2.61 3.47
C -1.68 -3.32 4.56
C -0.61 -2.84 5.30
C -0.03 -1.64 4.93
C -0.52 -0.94 3.85
H -3.58 1.12 3.15
H -3.13 2.01 1.71
H -1.96 1.77 3.00
H -4.60 -1.06 1.87
H -3.78 -2.18 0.80
H -4.28 -0.61 0.21
H -2.99 -3.02 2.92
H -2.15 -4.26 4.85
H -0.24 -3.39 6.15
H 0.80 -1.25 5.51
H -0.05 0.00 3.57
C 0.46 -2.41 -2.89
P -0.29 -2.33 -1.22
C -1.96 -3.08 -1.46
C 0.55 -3.73 -0.39
H 0.09 -3.27 -3.46
H 1.54 -2.51 -2.77
H 0.29 -1.49 -3.44
H -1.94 -3.90 -2.18
H -2.68 -2.32 -1.76
H -2.27 -3.46 -0.48
H 0.22 -4.67 -0.83
H 0.33 -3.70 0.67
H 1.62 -3.62 -0.53
*
```

ORCA calculation (ωB97M-V/def2-TZVPD) on a structure of composition C22H44N3O2P3Tb at a distorted geometry.

Values from the calculation:
Expectation value of S²: 12.604
Energy above the lowest of the compared OMol25 structures with the same formula, charge and spin: 0.0 kcal/mol
Frontier orbital gap (spin up / spin down): 6.027 / 6.519 eV
Total energy: -82370.251 eV
Highest occupied orbital energy (spin up / spin down): -15.04 / -15.06 eV

Structure (ORCA input):
```
! RIJCOSX wB97M-V def2-TZVPD def2/J DEFGRID3
* xyz 3 7
Tb -0.30 0.40 0.07
P 3.03 -1.68 1.84
P 1.83 2.26 0.11
P -0.87 -2.40 -0.07
H 0.11 2.49 -5.27
C -0.90 2.11 -5.01
C -1.76 2.66 -4.14
H -1.56 3.61 -3.62
C 4.60 -2.58 1.93
C 3.22 -0.13 2.74
C 1.81 -2.72 2.69
C 1.23 3.56 -1.08
C 2.19 3.26 1.60
C 3.55 1.92 -0.42
C -2.27 -2.66 -1.22
C -1.57 -3.33 1.37
C 0.30 -3.61 -0.79
H -1.22 1.25 -5.59
H -2.76 2.23 -4.02
H 4.92 -2.61 2.99
H 5.33 -2.03 1.32
H 4.47 -3.60 1.54
H 3.78 -0.39 3.65
H 2.24 0.32 3.02
H 3.79 0.60 2.16
H 2.42 -3.46 3.24
H 1.10 -3.28 2.03
H 1.23 -2.10 3.39
H 1.91 4.43 -1.10
H 0.23 3.89 -0.77
H 1.15 3.12 -2.09
H 2.94 4.01 1.33
H 2.56 2.62 2.42
H 1.28 3.76 1.95
H 4.27 2.62 0.01
H 3.60 1.98 -1.51
H 3.85 0.91 -0.13
H -2.64 -3.68 -1.04
H -1.96 -2.55 -2.27
H -3.06 -1.93 -1.03
H -2.40 -3.97 1.03
H -1.96 -2.62 2.12
H -0.81 -3.96 1.85
H -0.15 -4.60 -0.98
H 1.16 -3.73 -0.13
H 0.66 -3.21 -1.74
C -0.83 0.14 -2.84
C 0.51 -0.17 -3.18
C 0.73 -1.30 -3.96
C -0.35 -1.90 -4.61
C -1.63 -1.30 -4.58
C -1.93 -0.40 -3.55
O -1.03 0.99 -1.83
H 2.70 -1.43 0.45
H 1.30 0.39 -2.67
H 1.76 -1.68 -4.08
H -0.16 -2.81 -5.19
H -2.38 -1.57 -5.33
H -2.96 -0.14 -3.25
C -1.76 0.46 4.72
N -2.28 1.12 3.51
C -3.45 1.82 3.55
C -3.98 2.32 2.40
C -3.31 2.08 1.18
N -2.19 1.30 1.15
C -1.69 0.88 2.35
O -0.57 0.21 2.32
N -3.69 2.59 -0.01
H -2.53 -0.19 5.15
H -1.49 1.20 5.48
H -0.88 -0.12 4.43
H -3.89 1.91 4.54
H -4.87 2.94 2.42
H -4.56 3.10 -0.10
H -3.16 2.36 -0.84
*
```

ORCA calculation (ωB97M-V/def2-TZVPD) on a cluster of 9 separate species, C35H85N3O9 in total at a distorted geometry.

Values from the calculation:
Energy above the lowest of the compared OMol25 structures with the same formula, charge and spin: 0.0 kcal/mol
Frontier orbital gap: 8.977 eV
Total energy: -60567.446 eV
Highest occupied orbital energy: -8.75 eV

Structure (ORCA input):
```
! RIJCOSX wB97M-V def2-TZVPD def2/J DEFGRID3
* xyz 0 1
C 9.55 7.94 11.96
C 10.11 8.67 13.15
C 9.27 9.92 13.28
C 10.01 7.76 14.37
C 10.76 8.23 15.59
C 12.20 8.45 15.26
C 12.46 9.34 14.01
C 12.28 10.88 14.39
C 13.93 9.04 13.61
N 11.60 8.79 12.88
O 11.81 9.60 11.73
H 8.48 7.83 12.03
H 9.75 8.47 11.00
H 10.05 6.97 11.89
H 9.23 10.34 14.28
H 9.56 10.76 12.66
H 8.24 9.66 12.98
H 8.94 7.69 14.53
H 10.31 6.73 14.01
H 10.30 9.16 15.97
H 10.74 7.52 16.42
H 12.67 7.47 15.14
H 12.71 8.92 16.08
H 12.72 11.55 13.65
H 12.80 10.97 15.35
H 11.23 11.14 14.52
H 14.59 9.29 14.46
H 14.17 9.64 12.74
H 13.97 8.00 13.35
H 11.53 10.48 11.96
C 19.71 9.88 9.96
C 20.66 9.99 8.80
C 21.02 8.55 8.33
C 19.90 10.73 7.70
C 20.80 11.17 6.62
C 22.01 11.95 7.07
C 22.78 11.20 8.16
C 23.63 10.05 7.60
C 23.73 12.26 8.75
N 21.77 10.89 9.20
O 22.49 10.24 10.23
H 19.46 10.93 10.16
H 18.87 9.33 9.62
H 20.12 9.37 10.82
H 21.81 8.20 8.96
H 20.23 7.90 8.64
H 21.29 8.46 7.29
H 19.04 10.20 7.31
H 19.42 11.56 8.21
H 21.08 10.32 5.95
H 20.17 11.73 5.92
H 21.69 12.86 7.56
H 22.73 12.12 6.26
H 23.06 9.38 6.89
H 24.13 9.49 8.39
H 24.40 10.55 7.01
H 24.42 11.85 9.43
H 23.00 12.92 9.12
H 24.34 12.65 7.91
H 22.29 10.72 11.04
C 13.52 14.61 12.67
C 14.84 15.35 12.62
C 14.50 16.73 12.07
C 15.30 15.54 14.07
C 16.87 15.85 14.17
C 17.70 14.90 13.24
C 17.25 14.83 11.77
C 17.67 16.08 11.02
C 17.88 13.61 11.10
N 15.76 14.47 11.89
O 15.16 14.32 10.53
H 12.98 14.85 11.71
H 13.76 13.56 12.82
H 12.96 14.98 13.56
H 15.25 17.48 12.31
H 14.41 16.67 10.98
H 13.58 17.07 12.48
H 14.67 16.36 14.48
H 15.01 14.65 14.67
H 17.09 16.90 13.95
H 17.29 15.73 15.18
H 17.62 13.87 13.63
H 18.76 15.17 13.21
H 17.46 16.99 11.57
H 17.31 16.22 10.02
H 18.74 15.98 10.93
H 17.86 13.73 9.99
H 17.38 12.68 11.34
H 18.90 13.48 11.48
H 15.02 13.36 10.56
C 16.17 10.87 9.06
C 14.73 10.74 9.42
O 14.47 11.62 10.54
H 16.49 11.89 8.93
H 16.36 10.27 8.19
H 16.77 10.43 9.86
H 14.45 9.70 9.66
H 14.13 11.00 8.56
H 13.50 11.56 10.69
C 17.66 10.31 17.21
C 17.40 11.19 16.01
O 16.77 10.47 14.99
H 18.49 9.62 16.98
H 16.75 9.73 17.51
H 17.95 10.91 18.08
H 18.41 11.53 15.66
H 16.82 12.07 16.31
H 16.43 11.08 14.31
C 15.10 7.08 10.82
C 13.54 6.95 10.81
O 13.17 6.39 12.03
H 15.53 6.12 11.19
H 15.34 7.83 11.55
H 15.44 7.26 9.80
H 13.30 6.21 10.04
H 13.04 7.90 10.52
H 12.55 6.99 12.47
C 18.92 6.75 14.57
C 18.18 7.44 13.46
O 18.44 8.80 13.57
H 18.62 5.73 14.81
H 18.86 7.33 15.48
H 19.99 6.76 14.32
H 17.08 7.29 13.44
H 18.55 7.09 12.48
H 17.82 9.24 14.18
O 11.46 12.66 10.90
H 10.90 12.84 10.14
H 11.81 13.49 11.21
O 15.30 11.85 13.17
H 15.30 11.41 12.33
H 15.59 12.79 13.05
*
```

ORCA calculation (ωB97M-V/def2-TZVPD) on the ion C8H10N3O3 with charge +1 at a distorted geometry.

Values from the calculation:
Energy above the lowest of the compared OMol25 structures with the same formula, charge and spin: 61.6 kcal/mol
Frontier orbital gap: 8.288 eV
Total energy: -19057.989 eV
Highest occupied orbital energy: -13.18 eV

Structure (ORCA input):
```
! RIJCOSX wB97M-V def2-TZVPD def2/J DEFGRID3
* xyz 1 1
C 0.56 2.72 0.72
N 0.88 1.80 -0.10
N 1.92 1.76 -0.93
C 0.00 0.68 -0.10
C -1.38 0.86 -0.01
C -2.19 -0.23 0.11
N -3.62 -0.06 -0.02
O -4.36 -1.03 -0.09
O -3.97 1.13 -0.05
C -1.68 -1.55 0.00
C -0.35 -1.77 -0.14
C 0.54 -0.64 -0.11
O 1.87 -0.84 -0.12
C 2.48 -2.07 0.21
H 1.27 3.49 0.74
H -0.42 2.47 1.29
H 2.63 1.08 -0.78
H 2.28 2.72 -0.95
H -1.95 1.88 -0.06
H -2.23 -2.47 0.02
H -0.13 -2.83 -0.27
H 3.45 -2.02 -0.05
H 2.18 -2.85 -0.49
H 2.21 -2.20 1.20
*
```